A 5-piece molecular cluster, C17H54BN5O7P2 overall, computed with wB97M-V/def2-TZVPD.

Geometry as XYZ:
```
86
Properties=species:S:1:pos:R:3:lowdin_charge:R:1
P 0.01 2.89 0.56 0.624
P 1.00 0.83 0.73 0.545
O 2.06 0.42 -3.23 -0.230
O -1.86 -3.31 -3.20 -0.181
O -2.41 2.18 2.54 0.168
O 5.33 1.59 3.84 -0.197
O -3.36 0.67 1.05 0.166
O -0.59 4.50 0.60 -0.355
O -5.41 -1.89 3.99 -0.186
N -3.00 -1.12 -1.67 0.052
N 4.87 0.39 -2.50 0.048
N 2.19 0.80 1.78 -0.371
N 5.99 1.14 1.08 0.043
N -7.78 -2.72 2.51 0.036
C -2.58 -3.72 -4.34 -0.102
C -2.26 -0.88 -2.92 -0.424
C -3.26 -0.55 -4.03 -0.061
C -1.29 -2.02 -3.25 -0.208
C 5.30 0.42 4.63 -0.108
C 7.52 -0.23 2.38 -0.072
C -8.00 -0.33 2.93 -0.070
C 7.04 1.19 2.10 -0.437
C 1.76 1.15 -4.40 -0.110
C -7.85 -1.70 3.57 -0.437
C 6.60 1.97 3.34 -0.215
C -6.69 -1.81 4.57 -0.218
C -1.59 2.21 0.06 -0.232
C -4.84 -0.65 3.60 -0.100
C 2.85 -0.75 -3.41 -0.212
C 4.35 -0.49 -3.55 -0.434
C 4.76 0.07 -4.91 -0.071
B -2.48 1.68 1.27 -0.766
H 8.17 -0.26 3.26 0.076
H 5.17 -0.48 4.03 0.076
H -0.82 -1.85 -4.23 0.121
H -4.08 -1.28 -4.05 0.068
H 2.68 -1.34 -2.51 0.118
H 7.89 1.74 1.67 0.133
H -1.64 0.01 -2.77 0.124
H -7.26 -0.18 2.14 0.065
H -6.81 -2.75 5.13 0.120
H -2.78 -0.54 -5.00 0.080
H -0.50 -2.01 -2.51 0.122
H 4.43 0.51 5.29 0.087
H 7.36 1.90 4.13 0.119
H 4.30 1.23 -2.48 0.066
H -2.12 -3.33 -5.26 0.091
H 6.68 -0.91 2.55 0.064
H -8.76 -1.90 4.15 0.133
H -3.62 -3.40 -4.31 0.076
H 0.83 1.69 -4.22 0.083
H -6.85 -2.66 2.09 0.068
H 4.73 -0.03 -1.58 0.066
H -5.11 0.15 4.30 0.094
H 5.84 -0.05 -5.04 0.076
H -2.55 -4.81 -4.37 0.089
H 1.37 0.46 -0.58 -0.051
H -2.31 -1.24 -0.92 0.073
H -3.10 0.22 0.23 0.056
H -8.98 -0.23 2.48 0.074
H 2.54 1.88 -4.64 0.076
H -1.39 1.38 -0.62 0.051
H -3.45 -2.03 -1.73 0.085
H 1.62 0.49 -5.26 0.091
H -3.71 0.43 -3.85 0.077
H 2.46 -1.33 -4.26 0.118
H -0.04 5.12 0.12 0.029
H 8.08 -0.61 1.53 0.074
H 0.45 3.05 1.88 0.022
H 0.02 -0.13 1.06 -0.032
H 6.50 3.02 3.07 0.120
H 0.92 3.18 -0.47 0.019
H -6.73 -0.99 5.30 0.119
H -7.81 -3.64 2.93 0.069
H -2.14 2.97 -0.49 0.090
H -7.88 0.47 3.67 0.077
H 4.84 -1.46 -3.43 0.136
H 5.14 0.80 1.52 0.052
H 2.31 1.72 2.20 -0.075
H 4.55 1.13 -4.99 0.063
H -5.14 -0.36 2.59 0.063
H -2.17 3.11 2.59 0.100
H -3.76 -0.77 3.60 0.089
H 4.26 -0.45 -5.72 0.076
H 6.20 0.33 5.24 0.089
H 5.76 2.08 0.79 0.070
```

## Properties
Structure (SMILES): N=[PH2][PH2](O)CB(O)O.COC[C@@H](C)N.COC[C@@H](C)N.COC[C@@H](C)N.COC[C@@H](C)N
2S+1: 1
Maximum force, eV/A: 0.86
LUMO energy, eV: 0.209


A 13-piece molecular cluster, C17H54F6N18O15 overall at a distorted geometry, computed with wB97M-V/def2-TZVPD.

Geometry as XYZ:
```
110
Properties=species:S:1:pos:R:3:lowdin_charge:R:1
F 19.81 15.86 -12.96 0.102
F 20.87 23.01 -17.51 0.163
F 20.97 17.07 -14.29 0.123
F 20.55 24.52 -16.01 0.106
F 20.66 22.41 -15.44 0.125
F 20.88 17.60 -12.22 0.171
O 17.29 20.24 -15.27 0.177
O 23.56 18.82 -15.91 0.027
O 18.06 24.08 -17.38 -0.066
O 25.61 16.22 -15.15 0.030
O 18.11 17.64 -14.61 -0.216
O 20.22 25.76 -10.94 0.031
O 20.14 20.28 -6.97 0.021
O 14.99 13.81 -13.63 0.044
O 18.28 21.88 -16.89 -0.154
O 22.26 20.44 -10.53 0.032
O 17.79 26.50 -14.01 0.016
O 19.69 16.13 -9.49 -0.015
O 19.12 19.42 -13.55 -0.102
O 22.26 12.33 -11.32 0.019
O 17.66 16.86 -17.13 0.280
N 20.75 15.40 -7.67 0.157
N 23.37 15.70 -15.04 0.154
N 21.23 22.48 -9.90 0.174
N 22.31 14.41 -12.20 0.166
N 22.96 22.50 -11.22 0.143
N 24.95 14.16 -14.45 0.140
N 20.38 13.10 -12.25 0.163
N 20.32 24.23 -12.59 0.145
N 17.07 24.70 -12.84 0.166
N 16.05 15.48 -14.79 0.130
N 19.01 18.36 -7.13 0.154
N 25.48 20.01 -15.43 0.157
N 17.12 14.43 -13.08 0.166
N 21.93 16.63 -9.20 0.176
N 21.33 26.26 -12.89 0.161
N 15.84 25.53 -14.63 0.158
N 19.62 19.43 -9.07 0.160
N 23.58 20.37 -14.27 0.157
C 15.98 14.49 -13.84 -0.671
C 17.41 26.18 -18.21 -0.067
C 20.50 25.50 -12.10 -0.672
C 24.17 19.62 -15.24 -0.655
C 18.92 20.13 -12.35 -0.236
C 18.67 23.11 -16.52 -0.449
C 22.11 21.65 -10.54 -0.645
C 20.21 23.26 -16.38 -0.549
C 21.66 13.28 -11.80 -0.666
C 24.71 15.44 -14.90 -0.675
C 16.97 25.60 -13.87 -0.683
C 19.27 21.59 -12.61 -0.064
C 19.65 19.42 -7.68 -0.672
C 18.46 25.42 -17.38 -0.287
C 20.14 17.15 -13.22 -0.521
C 20.74 16.09 -8.85 -0.690
C 18.93 18.01 -13.58 -0.413
H 21.50 15.59 -7.03 0.102
H 20.54 23.81 -13.48 0.077
H 23.13 23.42 -10.85 0.100
H 17.25 13.79 -12.32 0.105
H 21.80 15.20 -12.53 0.048
H 16.56 16.32 -14.52 0.051
H 15.21 15.56 -15.34 0.100
H 15.46 24.62 -14.87 0.095
H 19.83 13.78 -12.74 0.049
H 16.55 19.79 -15.69 0.134
H 21.93 17.12 -10.08 0.085
H 19.05 18.41 -6.12 0.104
H 19.37 18.48 -9.32 0.064
H 19.90 12.34 -11.80 0.105
H 20.46 19.79 -9.51 0.049
H 18.63 21.89 -13.44 0.069
H 24.17 13.56 -14.24 0.079
H 19.54 19.75 -11.54 0.085
H 17.69 27.20 -18.49 0.073
H 16.61 23.82 -12.97 0.089
H 18.63 17.53 -7.56 0.082
H 25.78 20.75 -14.83 0.082
H 18.27 17.89 -12.70 0.162
H 23.05 16.53 -15.52 0.070
H 17.98 19.54 -15.05 0.109
H 17.92 24.77 -12.31 0.072
H 21.18 26.22 -13.89 0.093
H 17.67 17.04 -16.13 0.101
H 16.97 17.43 -17.52 0.175
H 17.93 14.88 -13.47 0.060
H 16.51 26.20 -17.60 0.054
H 15.61 26.26 -15.28 0.096
H 21.40 27.22 -12.58 0.106
H 23.71 22.15 -11.79 0.079
H 20.17 23.54 -11.88 0.014
H 25.89 13.82 -14.39 0.100
H 24.12 20.89 -13.60 0.071
H 19.44 25.66 -17.81 0.115
H 17.14 25.67 -19.13 0.075
H 19.86 15.01 -7.43 0.105
H 19.11 22.24 -11.76 0.065
H 17.75 20.89 -15.96 0.059
H 18.41 25.86 -16.38 0.095
H 20.30 21.63 -12.96 0.072
H 17.91 20.06 -11.93 0.134
H 22.59 20.32 -14.07 0.093
H 23.32 14.44 -12.18 0.097
H 18.50 17.13 -17.55 0.189
H 18.25 23.28 -15.51 0.139
H 20.61 22.22 -9.15 0.108
H 22.72 15.06 -14.64 0.061
H 26.08 19.74 -16.19 0.105
H 21.16 23.42 -10.24 0.070
H 22.73 16.03 -9.03 0.106
```

## Properties
2S+1: 1
Maximum force, eV/A: 4.81
LUMO energy, eV: -1.999


A 11-piece molecular cluster, C17H56N6O11 overall at a distorted geometry, computed with wB97M-V/def2-TZVPD.

Geometry as XYZ:
```
90
Properties=species:S:1:pos:R:3:lowdin_charge:R:1
O 0.35 3.39 -3.61 -0.088
O -4.39 2.10 -0.86 -0.010
O 1.22 0.28 4.31 -0.143
O 1.59 -1.73 -2.30 -0.027
O 0.43 -0.76 -4.80 -0.106
O 2.66 -3.95 1.91 -0.158
O -1.97 -1.33 1.54 -0.135
O -2.07 2.97 3.28 -0.148
O -1.48 -2.23 -1.13 -0.155
O -0.01 0.80 0.93 -0.141
O 1.79 2.03 2.41 -0.044
N -1.32 -4.12 0.39 0.154
N -2.12 2.51 0.94 0.145
N 0.73 -2.52 1.99 0.190
N 0.43 -3.68 -0.83 0.168
N 2.34 -2.16 3.34 0.170
N -3.87 3.46 1.70 0.128
C 1.87 -2.91 2.40 -0.639
C 2.81 -1.60 -2.41 -0.626
C -2.87 -0.29 1.87 -0.141
C 0.62 2.43 -2.65 -0.192
C 3.07 2.55 0.56 -0.009
C -2.69 2.93 2.02 -0.626
C 3.61 0.54 2.16 -0.026
C 2.98 1.94 2.01 -0.569
C -0.13 0.29 4.47 -0.158
C 3.33 -2.18 -1.10 -0.018
C -4.08 1.28 -1.71 -0.661
C 0.60 0.05 -0.10 -0.113
C 3.33 -0.17 -2.62 -0.021
C -4.80 -0.06 -1.45 -0.014
C -0.80 -3.36 -0.55 -0.576
C -2.61 1.06 -1.92 -0.028
C -0.65 -1.23 -4.05 -0.177
H -5.32 2.40 -1.09 0.179
H 3.67 1.86 -0.03 0.064
H -4.46 -0.90 -2.09 0.104
H 2.95 -1.57 -0.27 0.064
H 2.04 2.70 0.11 0.089
H -1.51 -1.30 -4.68 0.081
H -3.69 -0.75 2.44 0.100
H 0.52 -0.99 0.18 0.051
H 0.27 -3.05 1.25 0.060
H -2.19 0.51 -1.11 0.075
H -0.85 -0.67 -3.13 0.048
H -0.44 -0.31 5.31 0.090
H 1.67 0.27 -0.02 0.064
H -0.37 1.34 4.65 0.086
H 1.48 0.98 3.68 0.043
H -1.25 -0.88 1.07 0.019
H 0.27 0.30 -1.09 0.059
H 0.31 1.44 -3.01 0.063
H -0.68 0.04 3.58 0.046
H 0.13 0.00 -5.32 0.090
H 0.10 2.69 -1.69 0.083
H 1.68 2.47 -2.47 0.073
H -0.86 -4.97 0.57 0.106
H 3.66 2.54 2.68 0.156
H 0.96 -4.41 -0.26 0.147
H 0.98 -3.05 -1.41 0.068
H -2.08 1.99 -2.11 0.082
H -4.43 3.18 0.87 0.090
H 3.01 -3.22 -0.88 0.086
H 1.13 -1.08 -2.86 0.078
H 1.85 -1.34 3.67 0.067
H -2.61 0.56 -2.82 0.054
H 2.94 0.39 -1.77 0.036
H 0.05 -1.94 2.51 0.129
H 3.68 0.25 3.20 0.076
H -3.29 0.17 0.99 0.048
H -2.31 -3.90 0.61 0.148
H -0.54 3.25 -3.92 0.066
H -4.51 1.58 -2.65 0.140
H 4.61 0.36 1.74 0.100
H 3.05 -0.21 1.56 0.066
H -1.32 1.85 1.05 0.075
H -4.39 3.60 2.64 0.153
H 3.24 -2.44 3.66 0.116
H 3.25 -2.10 -3.27 0.140
H -0.52 -2.28 -3.81 0.090
H 3.59 3.49 0.46 0.071
H -4.59 -0.41 -0.49 0.038
H -5.89 0.00 -1.44 0.081
H 4.45 -0.14 -2.52 0.106
H 1.53 3.00 2.43 0.207
H -2.52 2.58 -0.03 0.104
H -2.43 0.47 2.49 0.049
H 0.75 1.20 1.37 0.031
H 4.39 -2.19 -1.12 0.072
H 2.93 0.30 -3.56 0.091
```

## Properties
Structure (SMILES): NC(N)=O.NC(N)=O.NC(N)=O.CC(C)O.CC(C)O.CC(C)O.CO.CO.CO.CO.CO
2S+1: 1
Maximum force, eV/A: 12.39
LUMO energy, eV: 0.027


A 11-piece molecular cluster, C17H56O11 overall at a distorted geometry, computed with wB97M-V/def2-TZVPD.

Geometry as XYZ:
```
84
Properties=species:S:1:pos:R:3:lowdin_charge:R:1
O 10.01 8.55 9.16 -0.070
O 10.57 12.94 9.45 -0.146
O 8.45 10.71 9.65 -0.156
O 8.29 13.40 7.60 -0.173
O 7.62 15.08 11.73 -0.169
O 8.78 7.91 12.87 -0.145
O 8.09 5.45 11.57 -0.074
O 8.58 10.00 7.02 -0.155
O 7.64 15.58 9.09 -0.098
O 9.91 13.91 11.67 -0.179
O 5.60 11.07 8.63 -0.132
C 5.37 12.44 8.66 -0.167
C 6.87 14.16 12.55 -0.118
C 9.60 16.85 9.77 -0.037
C 8.65 13.60 6.21 -0.105
C 6.00 6.30 12.46 -0.071
C 7.49 9.62 6.16 -0.113
C 9.74 8.23 13.81 -0.172
C 8.26 17.21 7.67 -0.037
C 11.43 8.48 9.28 -0.451
C 8.38 11.24 10.96 -0.117
C 11.60 13.75 8.93 -0.104
C 10.97 14.11 12.58 -0.120
C 6.62 6.81 10.11 -0.050
C 6.73 5.79 11.25 -0.484
C 11.66 8.72 10.78 -0.047
C 12.17 9.46 8.39 -0.031
C 8.18 16.87 9.17 -0.455
H 7.26 17.08 7.29 0.083
H 7.58 10.72 11.56 0.114
H 11.92 10.45 8.71 0.067
H 9.00 8.33 12.01 0.089
H 5.62 6.97 9.81 0.067
H 7.64 9.93 5.13 0.066
H 8.30 10.81 7.47 0.031
H 12.49 13.16 8.85 0.070
H 7.12 7.69 10.36 0.043
H 6.07 12.91 9.35 0.063
H 4.38 12.70 9.00 0.074
H 7.31 13.15 12.54 0.064
H 13.23 9.28 8.47 0.082
H 4.95 6.49 12.34 0.071
H 11.34 14.09 7.95 0.081
H 9.40 11.20 11.34 0.075
H 6.29 4.85 10.81 0.144
H 10.23 16.14 9.25 0.053
H 9.09 12.66 5.88 0.077
H 12.73 8.87 11.01 0.093
H 9.43 14.32 6.13 0.054
H 6.21 5.57 13.33 0.117
H 11.85 14.57 9.59 0.072
H 6.99 6.42 9.17 0.077
H 9.03 9.96 9.50 0.027
H 11.39 13.13 13.00 0.107
H 5.53 12.88 7.68 0.073
H 9.63 8.34 8.31 0.090
H 11.84 9.33 7.40 0.066
H 8.93 16.53 7.23 0.047
H 6.54 10.84 8.82 0.052
H 10.11 13.32 10.94 0.012
H 5.85 14.03 12.24 0.073
H 10.24 9.21 13.56 0.090
H 8.18 14.25 8.12 0.057
H 11.80 7.42 9.11 0.154
H 11.46 7.79 11.30 0.074
H 8.11 12.26 10.84 0.040
H 9.60 16.46 10.81 0.075
H 8.44 6.21 12.10 0.051
H 8.50 14.60 11.67 0.027
H 8.65 18.21 7.51 0.082
H 10.53 14.65 13.46 0.096
H 6.94 14.48 13.58 0.073
H 7.54 17.51 9.75 0.140
H 7.28 15.35 9.97 0.074
H 10.06 17.86 9.73 0.090
H 11.74 14.73 12.12 0.072
H 9.30 8.25 14.80 0.084
H 7.51 8.53 6.15 0.073
H 9.85 12.68 8.83 0.084
H 11.11 9.59 11.12 0.063
H 7.79 13.84 5.64 0.072
H 10.55 7.48 13.82 0.084
H 6.56 10.07 6.62 0.094
H 6.44 7.26 12.66 0.052
```

## Properties
Structure (SMILES): CC(C)O.CC(C)O.CC(C)O.CO.CO.CO.CO.CO.CO.CO.CO
2S+1: 1
Maximum force, eV/A: 2.44
LUMO energy, eV: 0.494